Entry 1:
Molecular formula: C5H8O2S
Method: DFT, ωB97M-V/def2-TZVPD

Results
LUMO level (eV): 0.67
Strongest force on any atom (eV/Å): 4.51
DFT total energy (Eh): -743.925241
Energy above the lowest of the compared OMol25 structures with the same formula, charge and spin (kcal/mol): 39.0
HOMO level (eV): -8.770
Kohn-Sham gap (Eh): 0.3468
SMILES: C/C(S)=C(/C)OC=O

Last column: natural (NBO) charge in e.
Element x y z (Å)
C 1.006 1.142 -1.515  0.65
C -0.399 0.589 0.325  0.25
C -1.041 1.477 1.430  -0.66
C 0.249 -1.474 -0.972  -0.65
C 0.000 -0.689 0.298  -0.15
O 1.241 1.327 -2.659  -0.54
O -0.266 1.184 -0.968  -0.52
S -0.041 -1.743 1.763  0.02
H 1.850 0.946 -0.723  0.11
H -1.509 0.922 2.195  0.23
H -0.302 2.127 1.942  0.23
H -1.846 2.098 1.194  0.24
H -0.233 -0.973 -1.730  0.24
H -0.341 -2.435 -0.828  0.22
H 1.249 -1.680 -0.984  0.22
H 0.384 -2.817 1.230  0.11

Entry 2:
Molecular formula: C39H44Cl3INO4P2S2ScSi
Method: DFT, ωB97M-V/def2-TZVPD

Results
LUMO level (eV): 4.10
Strongest force on any atom (eV/Å): 0.55
DFT total energy (Eh): -6076.305384
Energy above the lowest of the compared OMol25 structures with the same formula, charge and spin (kcal/mol): 64.3
HOMO level (eV): -1.575
Charge: -2
Kohn-Sham gap (Eh): 0.2085

Last column: Löwdin charge in e.
Element x y z (Å)
Sc -0.010 1.936 -0.599  0.50
I -3.210 -0.136 0.895  0.91
C -2.609 -2.128 1.199  -0.63
C -2.199 -2.448 2.465  -0.20
C -1.779 -3.763 2.755  -0.13
C -1.793 -4.711 1.774  -0.07
C -2.216 -4.392 0.457  -0.20
C -2.224 -5.383 -0.552  -0.10
C -2.615 -5.047 -1.819  -0.13
C -2.987 -3.721 -2.123  -0.20
C -3.015 -2.675 -1.212  -0.11
P -0.601 0.085 -2.351  0.93
C -1.636 0.362 -3.824  -0.35
C -1.395 1.394 -4.721  -0.11
C -2.269 1.614 -5.781  -0.10
C -3.385 0.807 -5.936  -0.11
C -3.645 -0.204 -5.015  -0.09
C -2.785 -0.425 -3.951  -0.09
C -0.086 -1.651 -2.593  -0.33
C 0.069 -2.197 -3.863  -0.10
C 0.513 -3.504 -4.015  -0.10
C 0.806 -4.272 -2.897  -0.10
C 0.641 -3.738 -1.627  -0.08
C 0.192 -2.436 -1.476  -0.11
C -2.634 -3.063 0.118  -0.30
H -2.192 -1.695 3.241  0.06
H -1.445 -4.009 3.757  0.09
H -1.473 -5.727 1.985  0.10
H -1.914 -6.394 -0.302  0.09
H -2.617 -5.806 -2.599  0.08
H -3.245 -3.528 -3.168  0.06
H -0.543 2.046 -4.577  0.05
H -2.082 2.430 -6.469  0.10
H -4.069 0.980 -6.759  0.09
H -4.535 -0.814 -5.117  0.10
H -2.998 -1.170 -3.183  0.06
H -0.174 -1.601 -4.735  0.10
H 0.624 -3.925 -5.008  0.09
H 1.140 -5.296 -3.015  0.09
H 0.829 -4.345 -0.749  0.10
H 0.031 -2.032 -0.485  0.05
C 3.515 -2.089 1.627  -0.09
C 2.789 -1.934 2.952  -0.46
C 1.513 -2.757 3.020  -0.07
O 2.499 -0.568 3.312  -0.33
P 2.247 0.701 2.343  -0.10
S 3.892 1.499 1.672  0.23
S 0.886 0.056 0.989  0.39
O 1.601 1.711 3.398  -0.32
C 0.623 1.477 4.434  -0.43
C -0.545 0.620 3.990  -0.07
C 1.312 0.947 5.680  -0.05
H 3.790 -3.140 1.509  0.08
H 4.414 -1.475 1.596  0.05
H 2.875 -1.805 0.791  0.04
H 3.463 -2.258 3.751  0.13
H 0.809 -2.454 2.245  0.04
H 1.028 -2.630 3.989  0.08
H 1.744 -3.816 2.885  0.08
H 0.258 2.485 4.645  0.12
H -0.230 -0.398 3.764  0.05
H -1.028 1.026 3.101  0.04
H -1.281 0.588 4.798  0.09
H 1.664 -0.072 5.526  0.07
H 0.605 0.960 6.513  0.08
H 2.165 1.578 5.934  0.08
O 0.798 3.384 0.742  -0.14
C -0.299 3.488 1.374  -0.65
O -1.338 2.905 0.961  -0.14
C -0.336 4.288 2.631  -0.14
C 0.845 4.805 3.150  -0.01
C 0.817 5.500 4.349  -0.08
C -0.385 5.678 5.024  -0.11
C -1.564 5.162 4.500  -0.09
C -1.539 4.463 3.302  -0.01
H 1.768 4.622 2.618  0.13
H 1.736 5.894 4.765  0.10
H -0.402 6.217 5.964  0.09
H -2.499 5.300 5.028  0.09
H -2.437 4.037 2.874  0.12
Cl -0.910 6.048 -0.914  0.10
Si -0.956 4.219 -2.017  -0.49
Cl 0.031 4.855 -3.825  0.08
Cl -2.973 4.200 -2.684  0.09
C 2.123 1.484 -4.285  -0.05
C 2.066 1.184 -2.789  -0.66
C 2.703 2.329 -1.993  -0.07
C 2.836 -0.105 -2.487  -0.04
N 0.687 1.113 -2.297  -0.35
H 3.164 1.527 -4.621  0.08
H 1.648 2.441 -4.504  0.04
H 1.611 0.700 -4.850  0.08
H 3.738 2.499 -2.303  0.09
H 2.740 2.091 -0.923  0.02
H 2.151 3.261 -2.152  0.06
H 3.899 0.049 -2.693  0.08
H 2.482 -0.937 -3.097  0.07
H 2.722 -0.370 -1.434  0.06

Entry 3:
Molecular formula: C4H10O3
Method: DFT, ωB97M-V/def2-TZVPD

Results
LUMO level (eV): 0.58
Strongest force on any atom (eV/Å): 3.13
DFT total energy (Eh): -384.055427
Energy above the lowest of the compared OMol25 structures with the same formula, charge and spin (kcal/mol): 59.1
HOMO level (eV): -9.760
Kohn-Sham gap (Eh): 0.3800
SMILES: O=CCCCO.O

Last column: natural (NBO) charge in e.
Element x y z (Å)
C 0.257 -1.446 -0.916  -0.07
O -0.937 -1.951 -1.589  -0.71
C 0.390 0.073 -0.842  -0.46
C 1.220 0.516 0.405  -0.51
C 0.738 0.107 1.832  0.43
O 1.197 0.770 2.726  -0.52
H 0.998 -2.026 -1.483  0.19
H 0.192 -1.871 0.085  0.15
H -1.585 -1.267 -1.315  0.45
H -0.700 0.372 -0.879  0.22
H 1.026 0.366 -1.709  0.22
H 2.209 0.004 0.500  0.24
H 1.334 1.630 0.326  0.23
H -0.020 -0.663 1.948  0.12
H -1.492 2.063 -0.267  0.51
H -2.671 1.756 0.979  0.51
O -2.154 1.568 0.199  -1.01

Please write out number 1 again, unchanged.
Molecular formula: C5H8O2S
Method: DFT, ωB97M-V/def2-TZVPD

Results
LUMO level (eV): 0.67
Strongest force on any atom (eV/Å): 4.51
DFT total energy (Eh): -743.925241
Energy above the lowest of the compared OMol25 structures with the same formula, charge and spin (kcal/mol): 39.0
HOMO level (eV): -8.770
Kohn-Sham gap (Eh): 0.3468
SMILES: C/C(S)=C(/C)OC=O

Last column: natural (NBO) charge in e.
Element x y z (Å)
C 1.006 1.142 -1.515  0.65
C -0.399 0.589 0.325  0.25
C -1.041 1.477 1.430  -0.66
C 0.249 -1.474 -0.972  -0.65
C 0.000 -0.689 0.298  -0.15
O 1.241 1.327 -2.659  -0.54
O -0.266 1.184 -0.968  -0.52
S -0.041 -1.743 1.763  0.02
H 1.850 0.946 -0.723  0.11
H -1.509 0.922 2.195  0.23
H -0.302 2.127 1.942  0.23
H -1.846 2.098 1.194  0.24
H -0.233 -0.973 -1.730  0.24
H -0.341 -2.435 -0.828  0.22
H 1.249 -1.680 -0.984  0.22
H 0.384 -2.817 1.230  0.11